1.
# ClH26O17

A 14-piece molecular cluster, ClH26O17 overall in a non-equilibrium geometry (ωB97M-V/def2-TZVPD, the OMol25 dataset).

Properties
ΔE to the lowest compared entry with this formula, charge and spin	31.1	kcal/mol
LUMO	1.9	eV
frontier orbital gap	9.13	eV
net charge	-1
DFT total energy	-47747.3308	eV

Each line ends with the Mulliken charge.
Atoms and positions in Å:
Cl -10.702 -27.786 -15.921  1.637
O -12.093 -27.249 -16.116  -0.809
O -10.203 -28.246 -17.263  -0.710
O -9.853 -26.679 -15.414  -0.360
O -10.693 -28.916 -14.936  -0.760
O -12.413 -28.730 -12.851  -0.628
H -12.144 -29.481 -12.341  0.295
H -12.095 -28.981 -13.726  0.355
O -11.710 -24.730 -14.185  -0.516
H -11.966 -23.826 -14.181  0.251
H -12.443 -25.342 -14.103  0.250
O -9.932 -26.455 -12.787  -0.778
H -10.857 -26.575 -12.885  0.388
H -9.589 -26.465 -13.692  0.252
O -11.585 -26.037 -19.568  -0.662
H -11.361 -26.273 -18.637  0.322
H -12.197 -25.298 -19.533  0.298
O -8.406 -26.340 -19.596  -0.665
H -9.272 -26.732 -19.586  0.300
H -8.238 -26.097 -18.667  0.416
O -6.720 -25.993 -14.840  -0.728
H -7.576 -25.601 -14.862  0.459
H -6.302 -25.631 -15.580  0.259
O -10.627 -24.875 -17.003  -0.528
H -10.559 -25.626 -16.435  0.145
H -11.188 -24.356 -16.475  0.349
O -9.145 -29.014 -12.346  -0.704
H -8.294 -28.766 -12.648  0.315
H -9.619 -28.189 -12.549  0.452
O -13.990 -25.461 -17.139  -0.631
H -13.320 -26.120 -16.956  0.486
H -14.520 -25.388 -16.350  0.263
O -7.990 -25.089 -17.285  -0.771
H -7.364 -24.499 -16.801  0.343
H -8.806 -24.997 -16.764  0.353
O -8.970 -24.164 -14.587  -0.687
H -9.306 -23.531 -15.195  0.326
H -9.667 -24.754 -14.233  0.367
O -7.632 -28.055 -16.686  -0.781
H -7.413 -27.253 -16.263  0.513
H -8.516 -27.950 -16.989  0.275
O -7.931 -29.950 -14.755  -0.703
H -7.850 -29.493 -15.577  0.433
H -8.812 -29.924 -14.455  0.319

Cartesian forces (eV/Å) of the 6 atoms listed first:
-1.3 -2.2 -0.9
2.4 -1.1 0.9
-1.3 1.1 2.7
-0.6 -1.8 -0.6
-0.1 2.5 -2.3
-0.5 0.5 -0.3

=====

2.
# ClH2N3O2

A 3-piece molecular cluster, ClH2N3O2 overall in a non-equilibrium geometry (ωB97M-V/def2-TZVPD, the OMol25 dataset).

Properties
ΔE to the lowest compared entry with this formula, charge and spin	21.8	kcal/mol
LUMO (alpha / beta)	6.6 / 6.6	eV
frontier orbital gap (alpha / beta)	6.27 / 7.41	eV
net charge	-2
DFT total energy	-21115.5971	eV

Each line ends with the Mulliken charge.
Atoms and positions in Å:
N -0.122 0.293 -1.898  -0.659
N 0.468 -0.069 -0.827  0.429
N -1.818 -1.414 -1.564  -0.123
O 1.684 -0.501 -0.855  -0.710
O -1.477 -1.664 -0.414  -0.442
Cl 0.958 3.408 8.353  -1.000
H 0.497 0.208 -2.650  0.199
H -0.191 -0.261 -0.146  0.306

Cartesian forces (eV/Å) of the 6 atoms listed first:
-2.5 1.0 1.2
2.6 0.8 -3.6
0.2 -0.6 1.1
-0.1 -0.3 1.0
-0.5 0.3 -1.4
0.0 0.0 0.1

=====

3.
# ClH2NO2S2

ClH2NO2S2 as an isolated structure in a non-equilibrium geometry (ωB97M-V/def2-TZVPD, the OMol25 dataset).

Properties
ΔE to the lowest compared entry with this formula, charge and spin	9.1	kcal/mol
multiplicity	3
LUMO (alpha / beta)	0.0 / -4.4	eV
frontier orbital gap (alpha / beta)	5.36 / 5.42	eV
DFT total energy	-39802.6682	eV

Each line ends with the Mulliken spin population.
Atoms and positions in Å:
N 1.522 -0.076 -0.831  0.451
O -0.520 0.767 0.609  0.074
O -1.355 -1.569 0.699  0.191
S 1.169 0.758 0.388  0.534
S -1.190 -0.452 -0.208  0.390
Cl -3.063 0.412 -0.268  0.332
H 1.990 0.406 -1.749  0.015
H 1.446 -0.247 1.360  0.014

Cartesian forces (eV/Å) of the 6 atoms listed first:
1.4 0.4 -4.9
-1.0 -0.4 -0.8
0.4 -0.5 -0.1
3.9 0.5 3.7
1.1 -0.9 0.4
-3.0 1.0 -0.6

=====

4.
# ClH2NO2Si

A 2-piece molecular cluster, ClH2NO2Si overall in a non-equilibrium geometry (ωB97M-V/def2-TZVPD, the OMol25 dataset).

Properties
ΔE to the lowest compared entry with this formula, charge and spin	55.8	kcal/mol
LUMO (alpha / beta)	-1.1 / -1.1	eV
frontier orbital gap (alpha / beta)	9.72 / 9.72	eV
DFT total energy	-26013.8457	eV

Each line ends with the Mulliken charge.
Atoms and positions in Å:
N 1.802 -1.112 -0.040  0.836
O 2.765 -1.223 -0.751  -0.500
O 1.411 -2.127 0.601  -0.509
Si 0.779 0.305 0.337  0.310
Cl 2.012 1.846 0.076  -0.127
H -0.842 -0.212 -0.961  -0.010
H 0.130 0.344 1.703  -0.001

Cartesian forces (eV/Å) of the 6 atoms listed first:
0.9 -4.3 1.2
0.2 1.4 -0.7
-0.6 1.8 -0.3
-4.1 -0.4 -1.1
0.1 0.6 -0.2
2.7 1.1 1.9

=====

5.
# ClH2NO2Si

One molecule with the formula ClH2NO2Si in a non-equilibrium geometry (ωB97M-V/def2-TZVPD, the OMol25 dataset).

Properties
SMILES string	O=[N+]([O-])[SiH2]Cl
ΔE to the lowest compared entry with this formula, charge and spin	18.8	kcal/mol
LUMO	0.0	eV
frontier orbital gap	10.75	eV
DFT total energy	-26015.4478	eV

Each line ends with the Mulliken charge.
Atoms and positions in Å:
O 1.049 -1.387 -0.892  -0.536
N 0.746 -0.667 0.083  0.795
O 1.325 -0.697 1.118  -0.531
Si -0.714 0.458 -0.055  0.469
Cl -0.040 2.234 0.294  -0.126
H -0.838 -0.016 -1.585  -0.012
H -1.528 0.075 1.037  -0.059

Cartesian forces (eV/Å) of the 6 atoms listed first:
-0.5 1.0 1.0
0.0 -1.5 -2.5
1.1 0.1 2.2
0.4 -2.5 -3.2
0.7 2.2 0.2
-0.7 1.1 1.9

=====

6.
# ClH2NO2Si

A 2-piece molecular cluster, ClH2NO2Si overall in a non-equilibrium geometry (ωB97M-V/def2-TZVPD, the OMol25 dataset).

Properties
ΔE to the lowest compared entry with this formula, charge and spin	78.8	kcal/mol
LUMO	-2.6	eV
frontier orbital gap	8.02	eV
DFT total energy	-26012.8468	eV

Each line ends with the Mulliken charge.
Atoms and positions in Å:
N 0.026 1.245 -0.027  0.778
O 0.111 1.756 -1.133  -0.504
O 0.126 1.832 1.012  -0.500
Si -0.404 -0.671 -0.082  0.585
Cl 1.920 -2.344 0.488  -0.423
H -0.741 -0.851 1.209  0.011
H -1.037 -0.967 -1.467  0.054

Cartesian forces (eV/Å) of the 6 atoms listed first:
-0.1 -1.2 -1.2
0.0 -0.1 -0.1
0.0 -0.1 0.7
3.3 0.2 -2.7
-2.4 1.9 -0.9
-1.4 -0.7 2.6

=====

7.
# ClH2NO2Si

A 2-piece molecular cluster, ClH2NO2Si overall in a non-equilibrium geometry (ωB97M-V/def2-TZVPD, the OMol25 dataset).

Properties
ΔE to the lowest compared entry with this formula, charge and spin	89.8	kcal/mol
LUMO (alpha / beta)	-3.0 / -3.0	eV
frontier orbital gap (alpha / beta)	7.41 / 7.41	eV
DFT total energy	-26012.3685	eV

Each line ends with the Mulliken charge.
Atoms and positions in Å:
N 0.922 0.773 -0.038  0.861
O 1.337 1.046 1.037  -0.503
O 1.300 1.233 -1.068  -0.525
Si -0.261 -0.741 -0.051  0.538
Cl -3.177 0.411 0.048  -0.439
H -0.286 -1.403 -1.256  0.014
H 0.165 -1.318 1.328  0.053

Cartesian forces (eV/Å) of the 6 atoms listed first:
-1.4 -1.9 -0.7
0.6 0.6 2.4
0.3 0.7 -1.9
-1.3 2.4 3.5
2.7 -1.1 -0.1
-0.1 -1.0 -1.8

=====

8.
# ClH2NP2

One molecule with the formula ClH2NP2 in a non-equilibrium geometry (ωB97M-V/def2-TZVPD, the OMol25 dataset).

Properties
SMILES string	[PH2]#P=NCl
ΔE to the lowest compared entry with this formula, charge and spin	52.8	kcal/mol
LUMO	-0.8	eV
frontier orbital gap	8.59	eV
DFT total energy	-32620.0295	eV

Each line ends with the Mulliken charge.
Atoms and positions in Å:
P -1.166 -0.274 -0.662  -0.146
P 0.243 1.300 0.032  0.249
N 1.662 0.597 0.238  -0.195
Cl 2.033 -1.050 0.185  -0.088
H -0.666 -1.220 0.320  0.094
H -2.106 0.647 -0.113  0.086

Cartesian forces, eV/Å:
0.9 0.4 -0.3
1.3 -1.2 -0.5
-0.5 0.9 0.4
-0.3 0.1 -0.3
-0.9 0.7 0.1
-0.3 -0.9 0.6

=====

9.
# ClH2O

A 2-piece molecular cluster, ClH2O overall in a non-equilibrium geometry (ωB97M-V/def2-TZVPD, the OMol25 dataset).

Properties
ΔE to the lowest compared entry with this formula, charge and spin	1.2	kcal/mol
LUMO	4.6	eV
frontier orbital gap	8.52	eV
net charge	-1
DFT total energy	-14604.7292	eV

Each line ends with the Mulliken charge.
Atoms and positions in Å:
O 2.317 1.900 -0.827  -0.653
H 1.681 1.205 -0.543  0.292
H 2.225 1.935 -1.806  0.294
Cl -0.228 -0.178 0.081  -0.933

Cartesian forces, eV/Å:
0.0 -0.1 -1.0
-0.1 0.2 0.0
0.0 -0.2 1.2
0.2 0.1 -0.1

=====

10.
# ClH34O21

A 18-piece molecular cluster, ClH34O21 overall in a non-equilibrium geometry (ωB97M-V/def2-TZVPD, the OMol25 dataset).

Properties
ΔE to the lowest compared entry with this formula, charge and spin	21.9	kcal/mol
LUMO	1.8	eV
frontier orbital gap	8.59	eV
net charge	-1
DFT total energy	-56067.3707	eV

Each line ends with the Mulliken charge.
Atoms and positions in Å:
Cl 0.018 0.041 0.064  0.235
O -1.178 1.012 0.040  -0.121
O -0.503 -1.272 -0.282  0.549
O 1.061 0.486 -0.925  -0.525
O 0.624 -0.066 1.424  -0.518
O 1.814 3.136 -3.103  -0.686
H 2.816 3.109 -3.196  0.331
H 1.666 2.203 -3.209  0.318
O 2.341 -2.182 0.923  -0.604
H 2.689 -3.094 0.820  0.245
H 2.213 -1.935 -0.037  0.273
O 0.841 -2.508 3.392  -0.693
H 1.388 -2.231 2.618  0.382
H -0.022 -2.074 3.300  0.358
O -2.391 -0.514 -2.334  -0.718
H -2.442 -0.557 -1.347  0.363
H -1.644 -1.014 -2.579  0.465
O -1.779 0.840 2.717  -0.627
H -1.136 1.524 2.377  0.365
H -2.667 1.186 2.760  0.257
O 2.058 -1.899 -1.777  -0.800
H 1.649 -1.152 -1.386  0.292
H 3.032 -1.793 -1.778  0.345
O 4.175 1.627 -1.184  -0.610
H 3.834 1.153 -1.928  0.300
H 3.693 1.403 -0.372  0.310
O -1.600 3.752 0.284  -0.709
H -2.024 2.900 0.183  0.235
H -0.701 3.643 0.027  0.443
O 1.911 0.267 3.747  -0.664
H 1.244 -0.006 4.357  0.340
H 1.526 0.290 2.881  0.429
O -3.390 -0.318 0.407  -0.643
H -2.527 0.112 0.556  0.237
H -3.959 0.332 0.036  0.221
O -0.876 2.319 -2.495  -0.649
H -1.807 2.416 -2.293  0.297
H -0.407 2.280 -1.640  0.163
O -1.771 -1.907 2.476  -0.666
H -2.001 -0.981 2.572  0.462
H -2.056 -2.105 1.575  0.307
O -0.180 -4.111 -0.539  -0.658
H -0.249 -3.133 -0.549  0.281
H 0.793 -4.280 -0.287  0.301
O -3.086 -2.956 0.227  -0.720
H -2.902 -3.028 -0.672  0.295
H -3.476 -2.070 0.292  0.409
O 0.158 2.645 2.313  -0.616
H 0.226 3.498 1.868  0.323
H 0.961 2.192 2.065  0.218
O 0.992 3.245 -0.595  -0.653
H 1.385 3.230 -1.475  0.498
H 1.464 2.493 -0.216  0.122
O -0.204 -1.822 -3.232  -0.582
H 0.474 -2.163 -2.737  0.249
H -0.069 -2.161 -4.138  0.242

Cartesian forces (eV/Å) of the 6 atoms listed first:
-1.5 0.3 1.6
3.8 -2.0 -0.1
0.8 1.4 -0.2
-1.4 -0.6 1.5
-1.2 1.0 -3.2
2.8 0.1 -0.5

=====

Which value of ΔE to the lowest compared entry with this formula, charge and spin does entry 3 give?
9.1 kcal/mol

=====

Among the records above, which one has the highest DFT total energy?
ClH2O